Record 1
Below is a molecular structure, C16H14O3 at a distorted geometry, with properties calculated with wB97M-V/def2-TZVPD.

```
33
Properties=species:S:1:pos:R:3
O -4.023 -2.070 -0.383
C -3.571 -0.981 -0.099
C -2.225 -0.329 -0.325
C -1.411 -1.118 -1.139
C -0.210 -0.727 -1.560
C 0.062 0.614 -0.837
C -0.876 1.247 0.100
C -2.043 0.847 0.119
O -2.878 1.556 0.977
C -3.875 0.767 1.617
C -4.731 0.207 0.600
H -5.610 -0.433 0.932
H -5.045 0.492 -0.304
H -4.532 1.656 2.128
H -3.545 0.122 2.280
H -0.585 2.302 0.466
O 1.301 1.206 -1.084
C 2.376 0.649 -1.568
C 3.325 0.190 -0.597
C 2.825 -1.090 0.141
C 3.530 -1.675 0.986
C 4.553 -0.898 1.740
C 5.034 0.338 1.093
C 4.253 0.810 0.161
H 4.600 1.882 -0.676
H 5.976 0.781 1.420
H 5.245 -1.596 2.404
H 3.319 -2.457 1.469
H 1.922 -1.712 -0.250
H 2.177 -0.081 -2.332
H 3.003 1.605 -2.183
H 0.399 -1.122 -2.182
H -1.733 -2.000 -1.501
```

Values from the calculation:
Relative energy (zero: lowest compared OMol25 entry of this formula, charge and spin) ... 856.50 kJ/mol
Molecular weight ... 254.28 g/mol
Net charge ... 0
Highest occupied orbital energy ... -8.48 eV
LUMO level ... 0.0040 Ha
Orbital gap ... 8.593 eV

Record 2
Below is a single C11H18N4O3 molecule at a distorted geometry, with properties calculated with wB97M-V/def2-TZVPD.

```
36
Properties=species:S:1:pos:R:3
C -3.344 0.564 -0.904
C -3.253 -0.493 0.136
C -4.014 -0.187 1.483
C -1.859 -0.975 0.562
N -1.138 0.062 1.192
C -0.196 0.942 0.690
O 0.122 1.841 1.419
C 0.294 1.048 -0.786
N -0.595 2.108 -1.269
C 1.747 1.503 -0.800
C 2.613 0.493 -0.218
C 3.616 -0.195 -0.856
N 4.143 -1.044 0.122
C 3.534 -0.785 1.281
N 2.620 0.125 1.149
C -1.088 -1.493 -0.689
O -1.567 -1.705 -1.750
O 0.160 -1.939 -0.360
H -4.397 0.871 -1.165
H -2.754 0.363 -1.813
H -2.909 1.579 -0.600
H -3.650 -1.400 -0.252
H -3.546 0.664 1.896
H -4.017 -1.080 2.203
H -5.081 0.165 1.241
H -1.977 -1.822 1.209
H -0.996 0.076 2.172
H 0.160 0.148 -1.356
H -0.475 2.273 -2.249
H -0.490 2.999 -0.821
H 1.690 2.407 -0.156
H 2.085 1.689 -1.842
H 4.022 -0.339 -1.818
H 4.929 -1.645 0.064
H 3.737 -1.337 2.197
H 0.462 -2.479 -1.141
```

Values from the calculation:
Relative energy (zero: lowest compared OMol25 entry of this formula, charge and spin) ... 173.85 kJ/mol
Molecular weight ... 254.29 g/mol
Net charge ... 0
Highest occupied orbital energy ... -8.58 eV
LUMO level ... 0.0207 Ha
SMILES string ... CC(C)[C@H](NC(=O)[C@@H](N)Cc1c[nH]cn1)C(=O)O
Orbital gap ... 9.143 eV

Record 3
Below is a molecular structure, C23H21IrN5O5S2, with properties calculated with wB97M-V/def2-TZVPD.

```
57
Properties=species:S:1:pos:R:3
Ir 0.486 -0.702 0.786
O -1.096 0.256 -0.416
C -2.125 0.784 0.234
C -2.700 1.984 -0.224
C -3.758 2.570 0.441
C -4.311 1.993 1.585
C -3.819 0.779 2.014
C -2.764 0.165 1.342
C -2.369 -1.196 1.605
N -1.215 -1.711 1.247
C -1.259 -3.077 1.466
C -2.475 -3.377 1.974
N -3.162 -2.185 2.060
H -2.296 2.441 -1.120
H -4.160 3.503 0.064
H -5.122 2.476 2.112
H -4.252 0.293 2.882
H -0.430 -3.714 1.225
H -2.909 -4.316 2.264
H -4.132 -2.072 2.296
C 0.318 -1.594 -5.484
C 1.052 -0.977 -4.326
C 0.437 0.008 -3.551
C 1.082 0.558 -2.461
C 2.359 0.122 -2.131
C 2.996 -0.842 -2.899
C 2.339 -1.379 -3.995
S 3.090 0.625 -0.607
O 2.564 1.919 -0.263
O 4.511 0.446 -0.731
N 2.534 -0.423 0.526
C 3.084 -1.782 0.352
C 2.131 -2.711 -0.363
O 2.474 -3.751 -0.868
O 0.867 -2.312 -0.346
H -0.042 -0.829 -6.174
H -0.551 -2.152 -5.130
H 0.956 -2.281 -6.036
H -0.566 0.336 -3.796
H 0.603 1.322 -1.865
H 3.994 -1.166 -2.636
H 2.833 -2.137 -4.591
H 3.267 -2.205 1.342
H 4.037 -1.758 -0.169
C 0.109 3.002 0.718
C 0.399 2.290 1.990
C 0.600 2.998 3.175
C 0.960 2.314 4.318
N 1.143 0.990 4.346
C 0.913 0.383 3.210
S 1.081 -1.325 2.922
N 0.509 0.957 2.044
H -0.552 3.845 0.912
H -0.328 2.335 -0.017
H 1.052 3.370 0.314
H 0.492 4.073 3.179
H 1.124 2.838 5.252
```

Values from the calculation:
2S+1 ... 2
Relative energy (zero: lowest compared OMol25 entry of this formula, charge and spin) ... 0.00 kJ/mol
Molecular weight ... 703.80 g/mol
Net charge ... 0
Highest occupied orbital energy (alpha / beta) ... -8.50 / -8.44 eV
LUMO level (alpha / beta) ... -0.0221 / -0.0879 Ha
Orbital gap (alpha / beta) ... 7.898 / 6.048 eV

Record 4
Below is a single C21H25ClN2O3 molecule, with properties calculated with wB97M-V/def2-TZVPD.

```
52
Properties=species:S:1:pos:R:3
O -2.080 -0.307 1.008
C -0.985 0.000 0.561
C -0.575 -0.370 -0.850
C -0.977 -1.838 -1.157
C 0.237 -2.720 -1.303
C 1.300 -2.369 -2.130
C 2.403 -3.195 -2.251
C 2.462 -4.387 -1.549
C 1.409 -4.748 -0.727
C 0.306 -3.920 -0.607
C -1.915 -1.913 -2.350
C -1.519 -2.473 -3.555
C -2.385 -2.533 -4.631
Cl -1.841 -3.241 -6.117
C -3.674 -2.041 -4.531
C -4.081 -1.490 -3.335
C -3.224 -1.415 -2.234
O -3.742 -0.859 -1.123
N -0.067 0.666 1.281
C -0.324 1.135 2.624
C -0.506 2.666 2.706
N 0.688 3.473 2.798
C 1.435 3.346 4.034
C 2.453 4.487 4.099
O 3.323 4.458 2.992
C 2.598 4.552 1.789
C 1.589 3.406 1.666
H 0.497 -0.226 -0.985
H -1.096 0.308 -1.532
H -1.542 -2.210 -0.291
H 1.263 -1.449 -2.696
H 3.217 -2.909 -2.901
H 3.323 -5.031 -1.644
H 1.445 -5.676 -0.177
H -0.513 -4.210 0.036
H -0.526 -2.879 -3.661
H -4.348 -2.092 -5.371
H -5.080 -1.103 -3.217
H -3.118 -0.791 -0.369
H 0.817 0.903 0.859
H -1.249 0.649 2.941
H 0.488 0.814 3.282
H -1.065 2.996 1.825
H -1.108 2.891 3.589
H 0.746 3.420 4.877
H 1.979 2.387 4.100
H 3.082 4.397 4.986
H 1.915 5.446 4.125
H 3.333 4.512 0.983
H 2.059 5.509 1.749
H 1.017 3.519 0.743
H 2.154 2.456 1.637
```

Values from the calculation:
Relative energy (zero: lowest compared OMol25 entry of this formula, charge and spin) ... 21.24 kJ/mol
Molecular weight ... 388.89 g/mol
Net charge ... 0
Highest occupied orbital energy ... -8.07 eV
LUMO level ... 0.0164 Ha
SMILES string ... O=C(C[C@H](c1ccccc1)c1cc(Cl)ccc1O)NCCN1CCOCC1
Orbital gap ... 8.513 eV

Record 5
Below is a molecular structure, C4H9NO3PS at a distorted geometry, with properties calculated with wB97M-V/def2-TZVPD.

```
19
Properties=species:S:1:pos:R:3
C -1.327 -0.071 0.634
C -2.402 0.595 1.424
C -0.800 -1.787 -0.696
C 2.226 1.795 -0.894
N -0.301 0.600 0.411
O 1.926 -0.987 -1.290
O 1.486 -1.555 1.189
O -1.650 -1.328 0.270
P 1.577 -0.567 0.075
S 2.837 1.063 0.626
H -1.942 1.460 1.887
H -2.982 -0.187 2.036
H -3.110 0.846 0.624
H -0.595 -0.999 -1.420
H -1.525 -2.555 -1.029
H 0.101 -2.204 -0.298
H 2.369 2.900 -0.868
H 1.174 1.455 -0.942
H 2.939 1.525 -1.741
```

Values from the calculation:
Relative energy (zero: lowest compared OMol25 entry of this formula, charge and spin) ... 388.50 kJ/mol
Molecular weight ... 182.16 g/mol
Net charge ... -1
Highest occupied orbital energy ... -4.63 eV
LUMO level ... 0.1252 Ha
Orbital gap ... 8.040 eV

Record 6
Below is 4 unconnected molecules or ions with the total composition C20H22F24NO9P, with properties calculated with wB97M-V/def2-TZVPD.

```
77
Properties=species:S:1:pos:R:3
N 7.283 1.623 3.212
C 7.409 1.735 1.809
O 8.475 1.712 1.254
C 6.122 1.926 1.028
C 4.887 2.329 1.831
C 3.610 2.044 1.024
O 2.598 3.042 1.157
C 2.094 3.315 2.401
O 2.643 3.992 3.207
P 3.075 0.311 1.349
O 4.180 -0.512 1.861
O 1.830 0.438 2.348
O 2.407 -0.272 0.017
H 6.940 0.704 3.478
H 8.217 1.727 3.597
H 6.338 2.659 0.248
H 5.947 0.967 0.529
H 4.874 1.786 2.774
H 4.902 3.395 2.056
H 3.861 2.067 -0.042
H 1.101 2.873 2.551
H 1.650 -0.411 2.773
H 2.709 0.156 -0.791
F -1.590 2.825 -2.824
C -0.806 2.948 -1.736
F 0.269 3.696 -2.070
C -0.313 1.577 -1.259
F 0.493 1.026 -2.193
F 0.458 1.859 -0.164
C -1.353 0.560 -0.778
O -1.739 -0.435 -1.703
C -2.788 -0.266 -2.557
F -3.446 0.886 -2.340
F -3.665 -1.276 -2.334
C -2.343 -0.388 -4.022
F -1.409 0.545 -4.294
F -3.412 -0.171 -4.820
H -1.358 3.453 -0.939
H -0.847 0.008 0.012
H -2.208 1.062 -0.326
H -1.938 -1.382 -4.214
F -4.466 3.673 2.489
C -5.146 4.317 3.461
F -5.201 5.626 3.143
C -4.432 4.167 4.810
F -3.235 4.779 4.766
F -5.225 4.845 5.696
C -4.292 2.754 5.388
O -3.044 2.120 5.188
C -2.792 1.337 4.107
F -3.873 1.164 3.327
F -2.420 0.111 4.554
C -1.601 1.867 3.294
F -1.838 3.119 2.860
F -1.434 1.075 2.207
H -6.163 3.921 3.517
H -4.357 2.891 6.466
H -5.127 2.122 5.085
H -0.694 1.854 3.901
F -1.306 -5.613 -6.041
C -2.148 -4.868 -5.301
F -2.328 -3.681 -5.925
C -1.561 -4.595 -3.912
F -0.451 -3.840 -4.026
F -2.515 -3.838 -3.285
C -1.309 -5.790 -2.986
O 0.018 -6.266 -2.931
C 0.471 -7.249 -3.760
F -0.503 -7.750 -4.539
F 0.929 -8.263 -2.986
C 1.668 -6.771 -4.596
F 1.319 -5.706 -5.343
F 2.045 -7.771 -5.423
H -3.113 -5.375 -5.220
H -1.502 -5.404 -1.986
H -2.027 -6.588 -3.176
H 2.498 -6.504 -3.940
```

Values from the calculation:
Molecular weight ... 907.32 g/mol
Net charge ... 0
Highest occupied orbital energy ... -9.80 eV
LUMO level ... 0.0039 Ha
SMILES string ... NC(=O)CC[C@H](OC=O)P(=O)(O)O.FC(F)C(F)(F)COC(F)(F)C(F)F.FC(F)C(F)(F)COC(F)(F)C(F)F.FC(F)C(F)(F)COC(F)(F)C(F)F
Orbital gap ... 9.907 eV

| no. | E (eV) |
| --- | --- |
| 1 | -22950.850 |
| 2 | -23801.693 |
| 3 | -66390.058 |
| 4 | -43828.473 |
| 5 | -32052.092 |
| 6 | -115525.503 |